128
Properties=species:S:1:pos:R:3:forces:R:3 method="wB97M-V/def2-TZVPD" max_force_ha_per_bohr=0.1716 orbital_gap_ev=9.9 charge=0 e_tot_ha=-11720.2646
H -4.7351 -5.2908 -0.3794 -0.968 0.706 -1.008
N -5.4459 -4.6788 -0.8803 -0.347 -2.269 -5.480
C -5.5779 -5.1138 -2.2049 0.914 0.902 4.197
C -6.5885 -4.4071 -3.2840 -0.693 -1.891 1.182
N -6.0092 -3.2342 -4.0408 1.533 -2.848 -1.374
C -4.7650 -2.6656 -3.3975 1.158 1.791 -0.721
C -4.5088 -1.1881 -4.1383 0.994 0.152 0.488
C -3.2951 -0.3304 -3.3707 0.068 -0.728 -0.517
C -2.0602 -1.3830 -3.1221 -0.527 0.337 -0.048
C -0.5747 -0.6884 -3.0193 0.208 -1.819 -0.342
C 0.3504 -1.4321 -4.1975 0.857 1.094 0.663
C 0.8543 -2.9130 -3.6960 0.347 -0.323 -0.306
C 0.0175 -4.1753 -4.3331 0.263 -0.588 0.248
C -0.2738 -5.2896 -3.1641 -0.052 -0.251 -0.520
C -5.5799 -3.8238 -5.3992 -2.066 2.824 -6.675
O -6.0421 -3.2680 -6.5452 3.120 -3.486 7.483
O -4.7237 -5.0128 -5.5475 -0.469 2.706 0.372
H -4.8953 -6.0150 -2.5119 -1.530 1.834 0.146
H -6.8801 -5.2510 -4.0760 0.503 1.813 1.855
H -7.5787 -4.1088 -2.7046 2.217 -0.367 -1.210
H -3.8819 -3.4298 -3.6434 -1.596 1.893 1.039
H -4.8608 -2.4207 -2.2555 -0.169 -1.056 -2.224
H -4.1177 -1.4204 -5.2164 -0.988 0.651 1.832
H -5.4850 -0.5187 -4.1460 1.907 -1.760 -0.139
H -3.7109 0.1404 -2.3631 1.009 -0.976 -2.114
H -2.8777 0.5312 -4.0833 -1.174 -1.781 1.562
H -2.3090 -2.0022 -2.1560 0.587 1.071 -1.868
H -2.0717 -2.1313 -4.0503 0.111 1.623 2.066
H -0.5752 0.4838 -3.1166 -0.093 -2.410 0.198
H -0.0953 -1.0516 -1.9906 -0.946 1.247 -2.160
H -0.2043 -1.4551 -5.2472 1.041 -0.111 2.296
H 1.3129 -0.7534 -4.3473 -2.081 -1.491 0.235
H 2.0039 -3.0435 -3.9891 -2.526 0.281 0.592
H 0.8217 -3.0253 -2.5114 -0.071 0.508 -2.506
H 0.6675 -4.6739 -5.1981 -1.446 1.005 1.873
H -1.0090 -3.8856 -4.8216 1.988 -0.243 0.999
H -1.0006 -6.1307 -3.5927 1.913 1.701 0.963
H 0.7646 -5.7476 -2.8054 -2.369 0.819 -0.734
H -0.8281 -4.8355 -2.2305 1.160 -0.668 -1.883
H -4.1056 -4.9280 -6.3529 -1.893 0.294 1.484
Cl -2.8161 -7.2685 -1.9625 0.053 -0.170 0.171
C -3.2178 -8.3979 -3.2803 -0.119 -0.252 -0.234
C -2.3296 -9.6318 -3.2699 -0.250 -0.087 0.060
Cl -0.6458 -9.2524 -3.7098 -0.022 0.025 0.041
H -3.1420 -7.8548 -4.2274 0.092 -0.080 0.213
H -4.2625 -8.6902 -3.1387 0.183 -0.031 0.012
H -2.6925 -10.3573 -4.0040 0.006 0.196 0.075
H -2.3234 -10.1155 -2.2880 0.028 0.210 -0.182
Cl -4.2228 -6.0330 2.4537 0.078 0.007 0.010
C -5.4311 -5.5319 3.6629 -0.266 0.096 0.193
C -6.1356 -4.2428 3.2709 -0.243 -0.273 -0.019
Cl -5.0478 -2.8341 3.3397 0.028 0.048 -0.040
H -4.9254 -5.4370 4.6287 -0.043 0.054 -0.261
H -6.1588 -6.3453 3.7386 0.066 0.182 -0.077
H -6.9572 -4.0422 3.9649 0.185 -0.086 -0.035
H -6.5510 -4.3021 2.2599 0.231 0.013 0.150
Cl -2.5178 0.3559 4.8345 0.221 -0.017 0.245
C -1.9244 -1.2483 4.3366 0.082 -0.300 -0.070
C -0.4828 -1.4838 4.7584 -0.232 -0.190 0.191
Cl 0.6583 -0.4548 3.8576 0.016 0.040 -0.013
H -2.0460 -1.3335 3.2524 0.066 0.111 0.200
H -2.5764 -1.9877 4.8111 0.172 0.108 -0.028
H -0.2009 -2.5213 4.5558 -0.112 0.171 -0.049
H -0.3397 -1.2948 5.8270 -0.063 0.068 -0.265
Cl 0.2855 4.2119 5.4527 -0.013 0.054 0.081
C 1.4349 3.3682 4.3847 0.316 -0.229 -0.278
C 2.8784 3.7342 4.6912 -0.209 -0.384 0.083
Cl 3.2524 5.4199 4.2539 0.005 0.098 0.026
H 1.1709 3.6032 3.3490 0.042 0.061 0.255
H 1.2820 2.2961 4.5397 0.077 0.186 0.054
H 3.5543 3.0994 4.1105 -0.176 0.101 0.076
H 3.1119 3.5987 5.7519 -0.131 0.057 -0.244
Cl 5.9010 3.3382 6.1503 0.084 -0.053 0.040
C 5.5183 4.6113 7.3362 -0.102 0.255 0.255
C 5.4192 4.0663 8.7520 0.262 0.232 -0.249
Cl 3.9943 3.0204 8.9720 -0.031 -0.054 -0.036
H 4.5879 5.0961 7.0250 0.142 -0.150 0.028
H 6.3229 5.3502 7.2774 -0.097 -0.162 0.067
H 5.3179 4.8923 9.4622 -0.017 -0.073 -0.172
H 6.3088 3.4900 9.0251 -0.456 0.236 -0.462
Cl 10.1469 2.1267 9.2566 -0.060 0.037 -0.001
C 9.9554 2.9799 10.8087 -0.001 0.106 0.237
C 8.8147 2.4130 11.6388 0.317 -0.068 0.207
Cl 7.2228 2.7544 10.9163 0.295 -0.228 0.428
H 9.8089 4.0432 10.5954 -0.062 -0.258 0.008
H 10.9000 2.8685 11.3492 -0.199 -0.050 -0.032
H 8.8155 2.8699 12.6328 0.035 -0.002 -0.196
H 8.9062 1.3293 11.7624 -0.029 0.244 -0.148
Cl -0.6228 4.8407 1.4861 0.109 0.000 -0.071
C -1.8311 5.3419 2.6953 -0.337 0.142 0.358
C -2.5356 6.6309 2.3033 -0.175 -0.320 -0.055
Cl -1.4478 8.0396 2.3721 0.045 0.033 -0.039
H -1.3254 5.4367 3.6611 -0.029 0.054 -0.314
H -2.5588 4.5284 2.7710 0.215 0.201 -0.115
H -3.3572 6.8315 2.9973 0.174 -0.095 -0.038
H -2.9510 6.5716 1.2923 0.177 0.001 0.194
Cl 4.5117 6.1744 -2.2006 0.031 -0.041 -0.046
C 2.7702 5.9683 -1.8870 -0.331 -0.013 0.099
C 2.4834 4.7578 -1.0129 -0.080 0.315 0.171
Cl 2.8144 3.2248 -1.8572 0.037 -0.081 -0.050
H 2.2577 5.8995 -2.8514 0.169 -0.086 0.195
H 2.4295 6.8788 -1.3851 0.062 -0.205 0.011
H 1.4257 4.7431 -0.7336 0.156 0.055 -0.124
H 3.0777 4.7746 -0.0939 -0.053 0.008 -0.265
Cl 5.6010 0.4386 -7.1140 -0.015 -0.037 -0.075
C 5.2183 1.7116 -5.9281 -0.071 0.233 0.363
C 5.1192 1.1666 -4.5122 0.307 0.219 -0.034
Cl 3.6943 0.1208 -4.2923 0.077 -0.009 -0.004
H 4.2879 2.1964 -6.2393 0.203 -0.228 0.092
H 6.0229 2.4506 -5.9868 -0.133 -0.152 0.083
H 5.0179 1.9927 -3.8021 -0.038 -0.058 -0.180
H 6.0088 0.5904 -4.2391 -0.227 0.056 -0.144
Cl 8.0104 5.5530 -8.1885 -0.022 -0.014 0.044
C 7.0476 4.4353 -9.1870 -0.148 -0.180 -0.183
C 5.5820 4.8355 -9.2465 0.143 0.012 -0.333
Cl 4.7605 4.6151 -7.6816 0.004 0.131 -0.019
H 7.1735 3.4258 -8.7836 -0.093 0.235 -0.007
H 7.4801 4.4564 -10.1917 -0.144 0.053 0.139
H 5.0546 4.2087 -9.9717 0.149 0.027 0.142
H 5.4617 5.8805 -9.5490 0.090 -0.211 0.172
Cl -4.2228 1.0094 2.0788 -0.135 0.098 -0.150
C -5.4311 1.5105 3.2880 -0.163 0.064 0.142
C -6.1356 2.7995 2.8960 -0.286 -0.360 -0.020
Cl -5.0478 4.2083 2.9648 -0.122 0.010 -0.016
H -4.9254 1.6053 4.2538 -0.048 0.035 -0.264
H -6.1588 0.6970 3.3637 0.058 0.167 -0.068
H -6.9572 3.0001 3.5900 0.189 -0.062 -0.044
H -6.5510 2.7403 1.8851 0.214 0.020 0.195